Record 1
Here is a 5-piece molecular cluster, C33H35IN4O13 overall from the Open Molecules 2025 dataset. Energies are from ωB97M-V/def2-TZVPD.

Last column: Löwdin charge in e.
Geometry (Å):
I  -3.954  2.486  2.183  0.76
C  1.517  4.262  -5.129  0.00
H  1.789  6.506  -1.453  0.08
O  -9.013  -4.704  2.365  -0.02
H  -1.805  4.754  -4.445  0.12
C  1.171  -2.023  0.079  0.01
H  -2.391  -2.782  4.781  0.13
C  7.336  -4.468  -3.837  0.00
O  -1.542  0.897  0.879  -0.15
H  -4.076  -4.279  4.164  0.14
H  4.519  -2.276  0.769  0.12
C  -3.400  -2.164  4.676  -0.16
C  1.753  4.246  1.692  -0.14
O  8.960  -2.472  -6.335  0.06
C  1.782  5.867  -0.572  -0.06
C  2.800  5.159  1.505  0.00
H  -9.032  -2.731  5.262  0.13
H  8.081  -5.243  -3.667  0.12
O  -5.825  -3.178  4.694  -0.21
C  -1.011  3.187  -5.680  -0.06
C  0.745  4.952  -0.387  -0.05
H  3.616  6.683  0.215  0.11
N  2.766  -3.767  -0.677  -0.32
C  -1.655  -0.617  3.977  -0.19
C  0.136  2.604  -6.223  -0.07
O  -10.766  -4.550  4.056  -0.05
C  3.225  -0.703  1.451  -0.06
C  -0.903  4.312  -4.860  0.00
O  -3.071  -0.996  3.816  -0.24
H  0.046  1.730  -6.866  0.11
C  2.474  -2.538  0.071  -0.14
H  -1.001  -1.356  3.311  0.14
H  -0.147  0.858  3.114  0.09
C  5.392  -2.492  -4.240  -0.06
O  1.615  6.512  -3.565  0.04
H  -3.690  -1.849  5.782  0.15
O  -0.560  6.526  -3.280  0.06
O  1.836  -4.298  -1.301  0.07
N  8.798  -3.409  -5.540  -0.33
H  0.361  -2.523  -0.448  0.12
H  -1.314  -0.674  5.113  0.15
H  2.506  4.666  -4.925  0.12
H  3.606  5.252  2.230  0.12
N  0.482  6.047  -3.751  -0.32
H  -10.030  -1.747  3.915  0.13
H  2.285  2.674  -6.370  0.11
C  -1.295  0.902  3.437  -0.16
C  0.904  -0.842  0.774  -0.06
C  1.396  3.135  -5.946  -0.06
C  -4.518  -3.180  4.021  -0.16
H  -1.361  1.732  4.262  0.12
C  -7.774  -1.983  3.400  -0.15
H  -9.652  -4.825  1.594  0.13
H  -5.893  -0.983  4.269  0.13
H  4.237  -3.556  -2.764  0.08
C  6.585  -2.445  -4.964  -0.01
C  3.504  -1.884  0.761  0.00
O  3.927  -4.201  -0.643  0.04
H  4.632  -1.729  -4.394  0.11
C  2.809  5.969  0.368  -0.05
H  -0.090  3.426  0.874  0.11
O  9.614  -4.324  -5.358  0.06
H  6.742  -1.637  -5.676  0.12
H  5.962  -5.300  -2.398  0.11
H  -7.087  -1.684  5.553  0.14
C  1.930  -0.183  1.454  -0.06
H  -0.104  -0.433  0.784  0.07
C  -6.555  -1.916  4.510  -0.21
H  -7.492  -2.545  2.413  0.12
C  -9.674  -3.991  3.473  -0.26
H  1.718  0.741  1.988  0.08
H  -1.990  2.766  -5.900  0.11
H  -4.647  -3.054  2.851  0.15
H  -8.021  -0.851  3.116  0.12
O  2.633  3.559  3.726  0.08
O  0.793  2.599  3.016  -0.01
C  -2.109  1.310  2.045  -0.65
H  -0.052  4.877  -1.124  0.10
H  4.019  -0.184  1.984  0.11
C  -9.181  -2.552  4.098  -0.09
N  1.725  3.408  2.896  -0.30
C  5.171  -3.520  -3.322  -0.07
C  7.552  -3.439  -4.763  -0.15
C  0.364  4.849  -4.592  -0.14
C  0.726  4.135  0.745  0.01
C  6.141  -4.504  -3.117  -0.06

Results
**Frontier orbital gap**: 0.32100 hartree
**Energy above the lowest of the compared OMol25 structures with the same formula, charge and spin**: 6.772 eV
**Largest force on an atom**: 9.2 eV/Å
**Highest occupied orbital energy**: -9.949 eV

Record 2
Here is a 2-piece molecular cluster, BrH6NSi2 overall from the Open Molecules 2025 dataset. Energies are from ωB97M-V/def2-TZVPD.

Last column: natural (NBO) charge in e.
Geometry (Å):
H  0.217  -2.280  -0.780  -0.15
Br  2.933  -0.362  0.000  -0.32
H  -1.894  -1.645  0.522  -0.16
H  0.350  -1.944  1.664  -0.17
H  -0.921  0.896  0.361  0.43
H  1.872  2.482  0.968  -0.17
Si  1.472  1.249  0.235  1.03
Si  -0.334  -1.384  0.317  1.02
H  0.923  3.655  -1.167  0.01
N  -0.033  0.384  0.361  -1.52

Results
**Frontier orbital gap (alpha / beta)**: 0.26744 / 0.34494 hartree
**2S+1**: 3
**Largest force on an atom**: 2.5 eV/Å
**Highest occupied orbital energy (alpha / beta)**: -6.607 / -10.317 eV

What did the second record say?
Here is a 2-piece molecular cluster, BrH6NSi2 overall from the Open Molecules 2025 dataset. Energies are from ωB97M-V/def2-TZVPD.

Last column: natural (NBO) charge in e.
Geometry (Å):
H  0.217  -2.280  -0.780  -0.15
Br  2.933  -0.362  0.000  -0.32
H  -1.894  -1.645  0.522  -0.16
H  0.350  -1.944  1.664  -0.17
H  -0.921  0.896  0.361  0.43
H  1.872  2.482  0.968  -0.17
Si  1.472  1.249  0.235  1.03
Si  -0.334  -1.384  0.317  1.02
H  0.923  3.655  -1.167  0.01
N  -0.033  0.384  0.361  -1.52

Results
**Frontier orbital gap (alpha / beta)**: 0.26744 / 0.34494 hartree
**2S+1**: 3
**Largest force on an atom**: 2.5 eV/Å
**Highest occupied orbital energy (alpha / beta)**: -6.607 / -10.317 eV

Among the records above, which one has the highest largest force on an atom? C33H35IN4O13

What is the largest force on an atom in the second record? 2.5 eV/Å